132
Properties=species:S:1:pos:R:3:forces:R:3 method="wB97M-V/def2-TZVPD" multiplicity=1 gap_ev=3.626 total_charge=-1
C -6.97862 -1.10049 -4.81021 0.11 0.16 0.75
C -6.53395 -2.28596 -5.59731 -0.08 0.39 -0.06
O -7.30506 -3.00544 -6.15752 -0.68 -0.67 -0.60
O -5.20694 -2.47915 -5.69895 0.46 -0.03 0.35
C -4.66599 -3.10806 -4.50650 -0.03 -0.74 0.06
C -3.15719 -3.00744 -4.47846 1.17 1.33 -0.72
C -2.53015 -1.76978 -3.78138 -1.74 -0.46 1.49
C -2.38903 -2.06636 -2.32925 0.95 0.31 -1.20
O -3.65330 -2.45020 -1.61592 -0.11 0.17 0.47
C -3.63737 -2.39186 -0.26636 -0.28 -0.35 0.06
C -3.15532 -1.29910 0.44895 0.09 0.09 0.02
C -3.20152 -1.23963 1.83895 0.19 -0.16 0.10
C -2.69169 -0.02279 2.57555 -0.84 -0.30 -0.76
C -3.72459 -2.31952 2.53903 -0.09 -0.12 -0.34
C -4.21182 -3.41481 1.83056 0.02 0.12 -0.09
C -4.19151 -3.47686 0.44232 0.19 -0.14 0.36
C -4.77802 -4.68607 -0.24776 -0.22 0.10 -0.39
C -6.18344 -4.33613 -0.75906 -0.12 -0.20 0.33
C -3.89798 -5.28484 -1.35430 -0.01 0.37 -0.05
C -3.28769 -0.53982 -4.03606 0.69 -0.25 -0.49
C -3.96110 0.23739 -3.07275 -0.01 0.50 -0.11
C -4.61365 1.42129 -3.42419 0.29 -0.18 -0.36
C -4.61198 1.85565 -4.74013 -0.23 0.41 -0.30
C -3.95591 1.11574 -5.73301 0.12 -0.28 0.85
C -3.31174 -0.05017 -5.36963 -0.19 0.21 -0.23
H -6.69267 -0.16741 -5.28932 0.11 0.03 -0.15
H -6.48788 -1.09705 -3.83798 0.18 0.12 0.02
H -8.04632 -1.13938 -4.63345 -0.19 0.01 -0.21
H -5.13492 -2.69199 -3.61658 0.11 0.25 0.09
H -4.96009 -4.16482 -4.55145 -0.11 -0.03 -0.08
H -2.80997 -2.99927 -5.51563 -0.20 -0.33 -0.20
H -2.71874 -3.89733 -4.02802 -0.12 -0.20 0.08
H -1.90739 -1.21750 -1.84428 -0.26 0.03 0.37
H -1.72836 -2.93241 -2.21513 -0.06 -0.13 0.26
H -2.73369 -0.46298 -0.09002 0.01 0.08 -0.07
H -1.70274 0.24792 2.21650 0.21 0.02 0.27
H -3.36034 0.80306 2.32649 0.01 0.20 0.18
H -2.71388 -0.23882 3.63366 0.16 0.42 0.00
H -3.76860 -2.32167 3.61971 0.05 0.10 0.10
H -4.62305 -4.25598 2.37694 -0.03 -0.07 0.02
H -4.91310 -5.45859 0.50986 0.10 -0.01 0.18
H -6.20412 -3.36202 -1.24070 0.09 0.02 -0.20
H -6.56899 -5.09430 -1.43944 0.03 -0.04 -0.16
H -6.86389 -4.30077 0.09264 -0.12 0.15 0.03
H -4.17142 -4.89930 -2.33131 -0.07 0.09 -0.09
H -3.99262 -6.36808 -1.38824 0.06 -0.14 0.07
H -2.86226 -4.99271 -1.20170 0.20 -0.24 0.03
H -3.97026 -0.05873 -2.03662 -0.05 -0.18 0.11
H -5.13093 2.01580 -2.68116 0.01 -0.04 0.14
H -5.10058 2.78047 -5.02469 -0.09 0.06 0.12
H -3.92479 1.49826 -6.74369 0.00 -0.09 -0.18
H -2.75703 -0.61443 -6.10806 0.01 -0.10 -0.07
C -0.10055 -2.22462 6.48404 -0.10 0.17 0.08
C -0.41514 -1.85344 5.05524 -0.07 0.00 0.01
O -1.08119 -0.87582 4.79326 0.44 -0.16 0.34
C 0.13502 -2.74671 3.97489 -0.07 0.19 -0.16
H -0.55854 -1.49796 7.15277 -0.02 0.00 -0.02
H -0.49770 -3.21560 6.71112 0.13 -0.06 -0.02
H 0.98016 -2.21906 6.63747 0.01 -0.15 -0.06
H -0.25171 -3.76003 4.09469 0.11 -0.04 0.05
H 1.22554 -2.76481 4.03199 0.00 -0.11 0.09
H -0.16852 -2.36949 3.00016 -0.05 -0.03 0.01
C 1.00524 -4.60938 -5.53559 -0.19 0.00 -0.11
C 0.58491 -3.16353 -5.36195 0.00 0.15 0.22
O -0.34372 -2.69727 -5.96705 0.06 -0.09 -0.48
C 1.37668 -2.33251 -4.38070 -0.08 0.12 -0.10
H 0.35182 -5.08955 -6.26107 -0.01 0.01 0.00
H 2.03566 -4.65951 -5.89314 0.04 -0.03 0.12
H 0.93043 -5.13834 -4.58361 0.12 0.02 0.02
H 2.42468 -2.28394 -4.68808 0.03 -0.11 0.09
H 1.31410 -2.77016 -3.38298 0.09 -0.01 0.00
H 0.96015 -1.32904 -4.34812 -0.07 -0.03 0.03
C -1.33934 1.08790 -8.95291 0.24 -0.17 -0.09
C -0.66289 2.27654 -9.58215 -0.05 -0.02 0.04
O 0.37747 2.17771 -10.19266 -0.01 0.03 -0.01
C -1.35055 3.61197 -9.41358 0.20 0.10 -0.12
H -0.74795 0.19538 -9.14311 -0.01 -0.01 0.02
H -1.43373 1.22449 -7.87383 -0.14 0.03 -0.01
H -2.33499 0.94840 -9.37791 -0.06 0.08 0.12
H -1.43982 3.85308 -8.35336 -0.14 -0.05 0.01
H -2.34755 3.57663 -9.85524 -0.06 -0.02 0.13
H -0.76762 4.38588 -9.90903 0.01 -0.01 0.00
C 4.46159 0.81527 6.44355 0.17 -0.43 0.01
C 3.24866 0.11137 5.89088 -0.06 0.01 -0.01
O 3.20142 -1.09579 5.79494 0.02 -0.02 0.01
C 2.09810 0.98211 5.45771 -0.09 -0.31 -0.09
H 5.21451 0.07660 6.71620 -0.04 -0.03 0.01
H 4.87311 1.48882 5.69319 -0.09 0.20 0.11
H 4.19085 1.38740 7.33068 0.00 0.19 -0.11
H 2.42616 1.65943 4.66748 -0.01 0.15 0.12
H 1.72587 1.56168 6.30379 0.08 0.15 -0.06
H 1.29472 0.35489 5.07731 -0.03 0.06 -0.01
C 1.45598 0.38773 1.64232 -0.15 -0.23 -0.05
C 1.91230 0.34525 0.20197 0.02 0.01 0.00
O 1.52303 -0.50442 -0.56190 0.04 -0.04 0.01
C 2.87962 1.42340 -0.22029 -0.05 -0.19 -0.32
H 0.76443 -0.43084 1.83147 -0.01 0.01 -0.02
H 2.31774 0.28402 2.30536 0.00 0.14 0.04
H 0.95129 1.33315 1.84930 0.13 0.05 0.07
H 3.78976 1.36416 0.37940 -0.05 0.14 0.09
H 2.42584 2.40263 -0.08179 0.10 0.05 0.14
H 3.13464 1.29048 -1.26995 -0.01 -0.04 0.00
C 4.69430 4.88189 8.28222 -0.11 -0.18 -0.08
C 5.10725 4.82976 6.83062 0.04 0.02 -0.03
O 4.69402 3.97217 6.08612 -0.04 0.04 -0.01
C 6.06152 5.89711 6.35346 -0.03 -0.11 -0.18
H 4.01032 4.06335 8.49494 0.00 0.00 -0.01
H 5.57210 4.78979 8.92356 0.00 0.13 0.02
H 4.19429 5.82783 8.49536 0.11 0.05 0.06
H 6.99376 5.84473 6.91763 -0.03 0.10 0.07
H 5.61627 6.88420 6.48912 0.07 0.02 0.11
H 6.27691 5.74457 5.29855 0.00 -0.02 0.00
C 3.96171 6.29850 1.83837 0.08 -0.21 0.01
C 2.77855 5.59899 1.21161 -0.04 0.01 -0.01
O 2.74887 4.39767 1.08920 0.03 0.05 0.06
C 1.63640 6.46935 0.74649 -0.07 -0.21 -0.05
H 4.70665 5.56058 2.12744 -0.01 -0.01 0.00
H 4.40548 6.99452 1.12478 -0.06 0.11 0.06
H 3.64284 6.84988 2.72440 0.00 0.11 -0.06
H 1.98625 7.17230 -0.01110 0.00 0.10 0.09
H 1.22486 7.02774 1.58879 0.06 0.11 -0.04
H 0.85594 5.84492 0.31838 0.01 -0.01 0.00
C 9.84629 -0.14134 5.56093 0.13 0.17 0.11
C 9.05549 1.09074 5.18977 0.00 0.03 -0.01
O 9.40199 2.19411 5.54287 0.00 -0.01 0.02
C 7.81383 0.87588 4.35999 0.01 0.27 0.04
H 10.71014 0.14791 6.15506 -0.01 0.01 0.00
H 9.22434 -0.82344 6.14257 -0.02 -0.08 -0.11
H 10.18747 -0.65218 4.65939 -0.10 -0.10 0.01
H 7.11460 0.23579 4.90004 0.02 -0.13 -0.11
H 8.07264 0.40763 3.40922 -0.05 -0.14 0.05
H 7.33910 1.83497 4.16407 0.00 0.00 0.01


63
Properties=species:S:1:pos:R:3:forces:R:3 method="wB97M-V/def2-TZVPD" multiplicity=1 de_lowest_kj_mol=0.0 gap_ev=7.001 total_charge=+2
Pd 0.97126 0.49131 0.43330 0.12 0.14 -0.22
C 0.47091 0.63808 5.75188 0.00 -0.01 0.01
S -0.63128 1.70927 4.81926 0.00 -0.03 0.00
C -0.23046 1.38751 3.18965 0.12 0.11 -0.09
S 1.09246 0.43894 2.76955 -0.03 -0.03 0.06
N -1.11572 2.01425 2.30427 -0.08 -0.07 0.15
N -0.56473 2.27439 1.08283 -0.10 0.23 0.25
C -1.23773 2.61046 0.06368 0.06 -0.06 -0.08
C -0.55334 2.50262 -1.24660 0.03 -0.01 -0.15
C -0.96465 3.26210 -2.32785 -0.01 0.05 0.03
C -0.35952 3.07290 -3.56196 0.01 0.01 -0.04
C 0.62774 2.11152 -3.68513 0.00 0.01 -0.02
C 0.97749 1.36824 -2.56809 0.00 0.03 0.04
N 0.40299 1.55426 -1.38069 0.00 -0.06 0.04
H 0.18294 0.77195 6.79287 -0.02 0.01 -0.01
H 1.50574 0.94185 5.61637 -0.01 0.00 -0.01
H 0.33265 -0.40093 5.46089 0.00 0.00 0.00
H -2.30091 2.85241 0.07624 0.00 -0.07 0.01
H -1.74680 3.99861 -2.19803 0.00 0.00 0.00
H -0.66147 3.66658 -4.41446 0.00 0.00 0.00
H 1.11860 1.92303 -4.62943 0.00 0.01 0.00
H 1.71995 0.58056 -2.61262 0.00 -0.01 0.01
Se 2.84712 -2.11891 0.58132 0.02 -0.08 0.04
Se 4.14635 -0.78925 -0.77960 -0.01 0.01 -0.01
C 3.89209 0.97819 -0.07933 -0.02 0.01 0.01
C 5.02544 1.78638 -0.14710 0.03 -0.05 -0.01
C 4.96030 3.10358 0.25425 -0.05 0.02 0.02
C 3.75588 3.59094 0.74917 0.09 0.04 -0.01
C 2.67877 2.74357 0.80601 -0.03 -0.11 -0.02
N 2.73498 1.45958 0.38699 -0.07 0.14 0.02
C 1.50274 -2.64160 -0.70647 -0.07 -0.01 -0.04
C 1.09586 -3.96932 -0.68758 0.00 0.00 0.00
C 0.13680 -4.36675 -1.60637 0.01 0.01 0.00
C -0.34397 -3.43564 -2.51448 -0.03 -0.01 -0.02
C 0.13873 -2.13918 -2.44763 0.01 0.04 0.02
N 1.03312 -1.73291 -1.54559 0.06 -0.05 0.02
H 5.95262 1.35819 -0.50315 0.00 0.01 0.00
H 5.83705 3.73488 0.20082 -0.01 0.00 0.00
H 3.65007 4.60910 1.09432 0.02 0.00 -0.01
H 1.72129 3.07177 1.18336 -0.01 -0.02 0.00
H 1.54201 -4.67531 -0.00030 -0.01 0.00 0.01
H -0.20084 -5.39445 -1.63536 0.00 0.00 0.01
H -1.06300 -3.71142 -3.27393 0.01 0.00 0.01
H -0.20259 -1.38794 -3.15160 -0.02 0.02 -0.01
C -2.48937 -4.04882 2.23063 -0.01 -0.01 0.01
C -2.02859 -2.61764 2.28662 -0.03 0.02 -0.02
O -2.81488 -1.85634 1.30894 0.05 -0.07 0.01
P -2.35680 -0.45704 0.78671 0.01 0.02 0.04
O -0.89302 -0.42456 0.48589 -0.28 -0.15 0.11
Te -3.07885 1.29290 2.39823 0.15 -0.07 -0.12
O -3.31182 -0.15525 -0.40659 0.08 0.05 -0.06
C -3.31706 -0.95963 -1.64102 -0.04 -0.01 0.00
C -2.97982 -0.05593 -2.79756 -0.01 0.00 0.01
H -1.94198 -4.63208 2.97155 0.00 0.00 0.00
H -2.30162 -4.47732 1.24661 -0.01 0.00 0.00
H -3.55252 -4.12327 2.45351 0.01 -0.01 0.00
H -0.97483 -2.51269 2.02693 0.00 0.01 -0.01
H -2.20983 -2.16764 3.26407 0.00 0.01 0.00
H -4.32164 -1.36689 -1.71482 -0.01 -0.01 0.01
H -2.60833 -1.78039 -1.53291 0.02 0.00 0.01
H -3.69688 0.76196 -2.86515 0.01 0.00 0.00
H -3.02292 -0.62100 -3.72966 0.00 -0.01 0.01
H -1.97619 0.35826 -2.68567 0.02 0.00 -0.01


86
Properties=species:S:1:pos:R:3:forces:R:3 method="wB97M-V/def2-TZVPD" multiplicity=1 de_lowest_kj_mol=38.8 gap_ev=8.926 smiles="COB(O)c1ccc2nc(CCCCNC(C)=O)c(Cl)nc2c1.O=S1(=O)OCCO1.O=S1(=O)OCCO1.O=S1(=O)OCCO1.O=S1(=O)OCCO1" total_charge=0
C 3.97212 -6.16455 -1.14753 0.58 0.40 0.19
O 3.49019 -5.72803 -2.41604 -0.43 -0.74 0.17
B 2.12221 -5.60486 -2.51699 -0.36 0.36 -0.19
O 1.42723 -6.25058 -3.51298 -0.08 -0.28 0.60
C 1.29367 -4.68787 -1.53410 -0.05 -0.25 0.00
C 0.18819 -5.18178 -0.77716 0.26 0.15 -0.32
C -0.48040 -4.35871 0.07245 -0.31 0.00 0.30
C -0.11080 -3.00192 0.22429 -0.28 0.09 0.43
N -0.78937 -2.21773 1.11670 0.39 0.09 -0.35
C -0.37715 -0.98618 1.24805 -0.37 0.13 0.18
C -1.08948 -0.12579 2.26484 0.11 -0.54 0.11
C -1.02394 -0.73119 3.68160 0.13 0.84 0.43
C 0.13753 -0.23618 4.54917 0.53 -0.84 0.12
C 1.52945 -0.35057 3.92559 -0.27 0.29 0.80
N 1.79885 -1.69810 3.41614 0.54 0.24 0.06
C 2.93515 -1.85559 2.65578 0.45 -0.06 -0.55
C 3.43837 -3.27035 2.43909 -0.58 -0.17 0.35
O 3.50868 -0.92703 2.12288 -0.16 0.17 0.04
C 0.70485 -0.50474 0.43234 0.40 0.63 -0.09
Cl 1.18128 1.18015 0.60299 -0.04 -0.25 -0.15
N 1.37024 -1.19058 -0.43333 -0.76 -0.30 0.53
C 0.95597 -2.49378 -0.51828 0.57 -0.35 -0.74
C 1.63853 -3.37153 -1.39793 0.31 0.26 -0.01
H 3.60591 -7.16103 -0.88995 -0.08 0.03 -0.07
H 5.05928 -6.20706 -1.20102 -0.03 -0.03 -0.08
H 3.71576 -5.46462 -0.34757 -0.16 -0.02 -0.06
H 1.76711 -7.14061 -3.65872 0.29 0.21 -0.50
H -0.12851 -6.21270 -0.88008 0.06 -0.01 -0.03
H -1.30980 -4.71867 0.66960 0.01 0.04 0.00
H -2.14513 -0.06926 1.98814 0.03 -0.06 -0.16
H -0.70387 0.88805 2.25756 0.00 0.02 0.05
H -1.03121 -1.81956 3.68442 -0.08 -0.03 -0.41
H -1.93378 -0.41745 4.18046 -0.02 -0.09 0.14
H -0.01171 0.78175 4.90583 0.13 -0.39 -0.19
H 0.15181 -0.86858 5.44841 -0.13 0.08 0.03
H 1.67856 0.41888 3.17468 0.07 -0.33 -0.38
H 2.25691 -0.13014 4.71680 0.05 0.13 -0.12
H 1.71925 -2.40620 4.13354 -0.32 -0.10 -0.15
H 4.52145 -3.29018 2.51753 0.01 0.05 0.09
H 3.17148 -3.61378 1.43827 -0.07 0.15 -0.04
H 2.97523 -3.95388 3.15592 0.21 -0.12 -0.07
H 2.46676 -2.97236 -1.97503 0.00 0.11 0.13
C 0.50311 3.69466 -2.05841 0.05 -0.33 0.31
C 0.06325 2.99572 -3.32136 0.31 0.15 -0.38
O -1.35272 3.25115 -3.39501 -0.06 0.07 0.38
S -1.66717 4.69157 -2.77274 0.40 -0.24 -0.07
O -1.77214 5.64216 -3.82038 -0.14 0.12 0.08
O -2.69349 4.54500 -1.80252 -0.15 0.05 -0.02
O -0.26776 4.91058 -2.03103 -0.10 0.00 -0.30
H 0.25405 3.11007 -1.17370 0.00 -0.03 0.02
H 1.56543 3.92250 -2.05644 -0.06 0.23 -0.06
H 0.25200 1.92593 -3.29489 -0.25 -0.04 0.05
H 0.53834 3.42901 -4.20180 0.04 0.00 0.04
C -1.42188 5.56739 3.38857 0.24 0.23 -0.21
C -1.65253 4.56752 2.27415 -0.43 -0.02 0.05
O -0.67642 3.54364 2.51803 0.31 0.19 0.14
S -0.43368 3.38867 4.09321 -0.54 0.44 -0.33
O -1.23857 2.31919 4.57018 -0.05 0.44 0.13
O 0.95864 3.45588 4.34317 0.05 -0.28 0.05
O -1.12691 4.76131 4.53984 -0.08 -0.20 -0.13
H -0.55982 6.20489 3.18367 -0.01 -0.01 -0.02
H -2.29381 6.18543 3.58331 -0.03 -0.11 0.19
H -1.50729 4.99325 1.28503 0.17 -0.13 -0.03
H -2.64599 4.11874 2.33578 0.00 0.04 -0.01
C -6.71955 -2.09206 2.02507 -0.34 0.17 -0.06
C -5.88679 -1.00681 1.37457 0.29 -0.25 -0.21
O -5.50282 -0.15821 2.46471 -0.28 -0.05 0.16
S -5.30950 -1.03687 3.79208 -0.07 -0.08 -0.33
O -3.93206 -1.33956 3.94513 -0.25 -0.10 0.18
O -6.06687 -0.44761 4.83344 0.10 0.09 0.07
O -6.05614 -2.35537 3.26762 0.23 0.10 -0.10
H -7.73261 -1.74615 2.23989 0.01 0.01 -0.02
H -6.76331 -2.99960 1.42922 0.12 -0.10 0.15
H -6.44155 -0.43529 0.63598 0.00 0.18 0.14
H -4.98179 -1.41451 0.91826 -0.03 -0.03 -0.01
C 1.80334 2.76259 -7.74902 -0.36 0.17 0.00
C 2.56347 3.90348 -8.39272 0.24 -0.23 -0.27
O 3.08432 4.64895 -7.28393 -0.26 -0.08 0.22
S 3.42615 3.65460 -6.07745 -0.14 -0.05 -0.38
O 4.80627 3.34062 -6.10590 0.02 -0.04 0.21
O 2.79123 4.14381 -4.90599 0.13 0.07 0.12
O 2.60830 2.38770 -6.62205 0.20 0.11 -0.11
H 0.82674 3.08774 -7.38443 0.01 0.01 -0.03
H 1.67878 1.91271 -8.41421 0.14 -0.11 0.12
H 1.92998 4.53964 -9.00392 0.02 0.17 0.16
H 3.40296 3.54081 -8.98938 -0.03 -0.02 -0.01


Number 1: calculated total energy -2625.3848 Eh, HOMO -2.23 eV. Number 2: calculated total energy -7689.4872 Eh, HOMO -13.41 eV. Number 3: calculated total energy -4569.0766 Eh, HOMO -9.03 eV.